(1)
Here is C4H8N2 as an isolated structure from the OMol25 dataset. Energies are from ωB97M-V/def2-TZVPD.

Last column: natural (NBO) charge in e.
Cartesian coordinates (Å):
C: 1.57 0.24 0.04  -0.15
N: 1.60 -1.13 0.34  -0.62
C: 0.49 -1.07 -0.60  -0.10
C: -0.13 0.27 -0.44  -0.15
C: -2.04 0.13 0.18  -0.23
N: -0.89 0.51 0.85  -0.62
H: 2.23 0.54 -0.77  0.20
H: 1.55 0.96 0.88  0.19
H: 1.25 -1.28 1.28  0.36
H: 0.64 -1.50 -1.57  0.19
H: -0.33 0.94 -1.28  0.21
H: -2.18 -0.94 0.04  0.18
H: -2.86 0.83 -0.01  0.17
H: -0.89 1.51 1.06  0.36

Summary:
- LUMO (spin up / spin down) (eV) = 0.75 / 0.72

(2)
Here is C4H8N2 in the gas phase from the OMol25 dataset. Energies are from ωB97M-V/def2-TZVPD.

Last column: natural (NBO) charge in e.
Cartesian coordinates (Å):
C: 1.94 -0.18 0.24  -0.42
N: 0.55 -0.52 0.52  -0.60
C: -0.41 0.17 -0.32  -0.15
C: -1.70 -0.64 -0.45  -0.59
C: -0.71 1.54 0.17  0.26
N: -0.95 2.59 0.61  -0.33
H: 2.22 -0.57 -0.74  0.19
H: 2.58 -0.68 0.98  0.21
H: 2.16 0.89 0.27  0.18
H: 0.33 -0.36 1.49  0.36
H: 0.04 0.28 -1.32  0.23
H: -2.41 -0.15 -1.12  0.22
H: -1.45 -1.62 -0.84  0.23
H: -2.18 -0.76 0.53  0.22

Summary:
- LUMO (eV) = 0.96

(3)
Here is C4H8N2 in the gas phase from the OMol25 dataset. Energies are from ωB97M-V/def2-TZVPD.

Last column: natural (NBO) charge in e.
Cartesian coordinates (Å):
C: -1.80 0.18 0.09  -0.61
C: -0.52 -0.56 -0.26  -0.40
C: 0.73 0.01 0.46  -0.06
N: 1.87 -0.77 0.12  -0.80
C: 0.93 1.55 0.10  0.17
N: 0.79 2.01 -0.96  -0.31
H: -1.72 1.23 -0.20  0.22
H: -2.00 0.13 1.17  0.20
H: -2.66 -0.26 -0.43  0.22
H: -0.61 -1.61 0.04  0.22
H: -0.37 -0.56 -1.35  0.21
H: 0.59 0.02 1.53  0.21
H: 2.02 -0.88 -0.88  0.37
H: 2.72 -0.44 0.56  0.37

Summary:
- LUMO (eV) = 0.49

(4)
Here is C4H8N2 in the gas phase from the OMol25 dataset. Energies are from ωB97M-V/def2-TZVPD.

Last column: natural (NBO) charge in e.
Cartesian coordinates (Å):
C: -0.09 1.54 1.17  -0.26
N: 1.29 1.24 0.81  -0.57
C: 0.25 1.22 -0.23  -0.15
C: -0.20 -0.01 -0.84  -0.10
C: -0.12 -2.15 -0.70  -0.27
N: -0.68 -1.07 -0.16  -0.52
H: -0.28 2.56 1.44  0.20
H: -0.64 0.80 1.75  0.18
H: 1.47 0.28 1.09  0.34
H: 0.35 2.02 -0.96  0.21
H: -0.06 -0.15 -1.89  0.19
H: 0.94 -2.17 -0.83  0.18
H: -0.70 -2.99 -1.02  0.17
H: -1.55 -1.12 0.38  0.39

Summary:
- LUMO (spin up / spin down) (eV) = 0.66 / 0.75

Energy relative to the best compared isomer or geometry (same formula, charge and spin) list, top to bottom, in kcal per mole: 149.7; 12.0; 27.3; 98.7
Total energy list, top to bottom, in eV: -7251.38453; -7257.35477; -7256.69013; -7253.59458